# 1
# C19H18Br2FNaO8P2S

C19H18Br2FNaO8P2S as an isolated structure (ωB97M-V/def2-TZVPD, OMol25).

The strongest force on any atom is 0.25 eV/A. For the relative energy (zero: lowest compared OMol25 entry of this formula, charge and spin), the calculation gives 0.067 eV. The highest occupied orbital energy is -1.921 eV. For the HOMO-LUMO gap, the calculation gives 5.913 eV.

```
! RIJCOSX wB97M-V def2-TZVPD def2/J DEFGRID3
* xyz -2 1
Na -0.581 -1.853 -0.093
Br -1.776 -3.258 2.981
C -2.536 -4.076 1.398
Br -3.945 -5.345 1.823
H -1.716 -4.603 0.921
H -2.936 -3.273 0.780
O 2.320 -2.509 1.279
P 2.646 -2.255 -0.294
O 4.024 -1.723 -0.423
O 1.521 -1.457 -0.906
O 2.568 -3.770 -0.899
P 1.326 -4.801 -0.628
O 1.939 -5.733 0.567
O 1.126 -5.636 -1.833
O 0.216 -4.026 0.024
H 1.506 -3.038 1.336
H 2.499 -6.397 0.153
F -5.858 1.781 -1.245
C -4.930 0.802 -0.961
C -4.617 0.537 0.353
C -3.672 -0.459 0.613
C -3.019 -1.223 -0.374
C -3.404 -0.873 -1.683
C -4.338 0.118 -1.999
H -5.099 1.101 1.146
H -3.438 -0.636 1.664
H -2.957 -1.396 -2.528
H -4.602 0.359 -3.024
O -0.067 0.294 0.906
S 1.367 0.671 0.725
C 1.549 1.406 -0.904
C 0.515 2.149 -1.444
C 0.687 2.725 -2.695
C 1.885 2.553 -3.377
C 2.902 1.783 -2.827
C 2.736 1.185 -1.585
C 1.480 2.269 1.578
C 0.347 2.796 2.173
C 0.435 4.009 2.846
C 1.648 4.677 2.929
C 2.784 4.129 2.341
C 2.703 2.921 1.669
H -0.418 2.244 -0.901
H -0.118 3.297 -3.140
H 2.015 3.000 -4.356
H 3.815 1.612 -3.384
H 3.472 0.498 -1.176
H -0.581 2.243 2.094
H -0.449 4.431 3.309
H 1.713 5.622 3.455
H 3.733 4.646 2.410
H 3.580 2.484 1.205
*
```

=====

# 2
# C19H18Br3Cl2N2O2PS2

C19H18Br3Cl2N2O2PS2 as an isolated structure at a distorted geometry (ωB97M-V/def2-TZVPD, OMol25).

The strongest force on any atom is 2.44 eV/A. The highest occupied orbital energy is -8.852 eV. For the HOMO-LUMO gap, the calculation gives 7.505 eV.

```
! RIJCOSX wB97M-V def2-TZVPD def2/J DEFGRID3
* xyz 0 1
C -0.423 2.867 1.081
C 0.488 2.057 1.984
Cl 1.659 2.874 3.028
C 0.423 0.721 2.023
Cl 1.524 -0.177 3.105
C -0.519 -0.134 1.229
C -0.144 -0.857 0.124
C 1.333 -0.762 -0.308
C 1.526 -0.204 -1.722
C 0.942 0.978 -2.191
C 1.118 1.430 -3.502
C 1.899 0.711 -4.423
C 2.518 -0.457 -3.950
C 2.350 -0.920 -2.633
C 3.106 -2.216 -2.273
C -1.098 -1.722 -0.608
C -0.607 -2.523 -1.808
C -2.423 -1.808 -0.210
P -3.738 -2.791 -1.028
O -4.357 -1.846 -2.236
O -4.984 -3.026 -0.002
S -3.219 -4.515 -1.679
C -2.816 -1.042 0.964
N -4.025 -0.965 1.553
S -3.919 -0.006 2.851
N -2.332 0.436 2.792
C -1.896 -0.203 1.712
H 0.069 3.013 0.099
H -0.594 3.889 1.467
H -1.418 2.413 0.950
H 1.920 -0.128 0.380
H 1.744 -1.780 -0.184
H 0.318 1.590 -1.525
H 0.665 2.357 -3.873
H 2.059 1.042 -5.452
H 3.149 -1.039 -4.635
H 4.037 -2.222 -2.865
H 3.435 -2.155 -1.220
H 2.504 -3.120 -2.456
H -0.777 -3.605 -1.683
H 0.476 -2.412 -1.972
H -1.090 -2.129 -2.720
H -4.357 -0.948 -1.853
H -5.521 -2.221 0.080
C 2.173 4.196 6.683
Br 0.490 5.079 7.011
Br 3.148 5.030 5.243
Br 3.238 4.066 8.286
H 1.946 3.185 6.368
*
```

=====

# 3
# C19H18N2O2S

An isolated molecule of C19H18N2O2S (ωB97M-V/def2-TZVPD, OMol25).

The strongest force on any atom is 0.75 eV/A. For the relative energy (zero: lowest compared OMol25 entry of this formula, charge and spin), the calculation gives 0.000 eV. The highest occupied orbital energy is -8.279 eV. For the HOMO-LUMO gap, the calculation gives 8.496 eV.

```
! RIJCOSX wB97M-V def2-TZVPD def2/J DEFGRID3
* xyz 0 1
C -3.574 2.626 2.509
O -3.464 2.631 1.104
C -2.501 1.865 0.536
C -2.447 1.914 -0.877
C -1.531 1.183 -1.575
C -0.611 0.351 -0.905
C 0.374 -0.445 -1.550
C 0.449 -0.545 -3.017
C 1.649 -0.288 -3.674
C 1.729 -0.396 -5.050
C 0.618 -0.775 -5.784
C -0.576 -1.047 -5.136
C -0.662 -0.931 -3.761
C 1.269 -1.148 -0.775
C 1.143 -1.080 0.622
S 2.260 -1.958 1.659
C 1.434 -1.660 3.268
C 2.313 -2.202 4.387
C 1.138 -0.180 3.511
N 2.148 0.656 3.176
O 0.154 0.177 4.117
N 0.228 -0.387 1.240
C -0.648 0.334 0.516
C -1.602 1.085 1.224
H -4.402 3.293 2.743
H -3.792 1.623 2.888
H -2.660 2.997 2.983
H -3.153 2.555 -1.382
H -1.495 1.249 -2.652
H 2.514 0.013 -3.101
H 2.663 -0.186 -5.551
H 0.682 -0.861 -6.859
H -1.442 -1.352 -5.704
H -1.588 -1.161 -3.253
H 2.033 -1.768 -1.216
H 0.481 -2.191 3.234
H 1.812 -2.052 5.341
H 2.495 -3.265 4.247
H 3.269 -1.683 4.408
H 1.990 1.646 3.257
H 2.876 0.343 2.555
H -1.569 1.017 2.298
*
```

=====

- Which formula does entry 2 have?
  C19H18Br3Cl2N2O2PS2

=====

- Which value of highest occupied orbital energy does entry 3 give?
  -8.279 eV

=====

- Among the records above, which one has the lowest highest occupied orbital energy?
  C19H18Br3Cl2N2O2PS2